a.
The following is a DFT calculation (wB97M-V/def2-TZVPD) of 2 unconnected molecules or ions with the total composition CH3ClN2O2.

Atoms and positions in Å:
C (0.57, -0.05, -1.51)
N (0.54, -0.08, -0.13)
N (-1.29, 0.88, 2.35)
O (-0.77, 0.85, 1.24)
O (-1.45, 0.06, 3.18)
Cl (0.72, -1.59, 0.59)
H (1.10, 0.98, -1.89)
H (1.11, -0.87, -1.87)
H (-0.53, -0.19, -1.97)

Properties
E_HOMO (alpha / beta) = -9.4 / -9.4 eV
Kohn-Sham gap (alpha / beta) = 0.323 / 0.292 Eh



b.
The following is a DFT calculation (wB97M-V/def2-TZVPD) of a single CH3ClN2O2 molecule.

Atoms and positions in Å:
C (1.09, 0.44, 0.56)
N (-0.71, -1.82, -0.52)
N (0.07, 1.04, 0.04)
O (0.10, 1.69, -0.99)
O (-1.09, 0.80, 0.67)
Cl (-1.83, -0.92, 0.20)
H (0.92, -0.26, 1.25)
H (2.07, 0.67, 0.26)
H (-0.63, -1.65, -1.48)

Properties
E_HOMO = -9.2 eV
Kohn-Sham gap = 0.274 Eh



Each structure's energy above the most stable one, in kJ/mol: a 0.0; b 126.2.